(1)
Formula: C28H28N3PtSi2
Source: the Open Molecules 2025 dataset
Level of theory: ωB97M-V/def2-TZVPD

Structure (XYZ):
```
62
Properties=species:S:1:pos:R:3
Pt -0.1216 -0.0398 0.0149
C -2.2573 -0.3242 3.8957
C -1.4238 -0.6651 2.8346
N -0.8585 0.2538 2.0479
C -1.1239 1.5834 2.2626
C -1.9506 2.0022 3.3354
C -2.5160 0.9995 4.1567
C -2.2076 3.3774 3.5165
C -1.6861 4.2827 2.6213
C -0.8833 3.8886 1.5491
C -0.5608 2.5387 1.3462
N 0.1435 1.9980 0.3161
C 1.1030 2.5926 -0.4947
C 1.5567 3.9240 -0.4468
C 2.5166 4.3756 -1.3392
C 3.0705 3.5321 -2.2889
C 2.7100 2.1764 -2.3204
C 3.2987 1.2363 -3.2152
C 2.9388 -0.1115 -3.1270
C 2.0245 -0.5194 -2.1922
N 1.4289 0.3521 -1.3195
C 1.7393 1.7025 -1.3960
H -2.6815 -1.1109 4.5061
H -1.2017 -1.6977 2.6038
H -3.1642 1.2902 4.9751
H -2.8428 3.6961 4.3339
H -1.9254 5.3344 2.7301
H -0.5810 4.6240 0.8244
H 1.1946 4.5950 0.3123
H 2.8406 5.4086 -1.2817
H 3.8137 3.8952 -2.9893
H 4.0222 1.5813 -3.9438
H 3.3770 -0.8514 -3.7852
H 1.7340 -1.5523 -2.1063
C -2.7283 -0.1062 -2.3714
Si -2.4040 -0.2094 -0.5265
C -3.5024 1.0834 0.2834
C -3.0224 -1.8954 0.0738
C -4.3672 -2.1909 0.3197
C -4.7476 -3.4451 0.7796
C -3.7823 -4.4257 0.9914
C -2.4457 -4.1444 0.7390
C -2.0496 -2.8818 0.2869
Si -0.2650 -2.3701 -0.1216
C 0.1211 -3.3420 -1.7048
C 0.8658 -3.2020 1.1480
H -3.7875 -0.3040 -2.5682
H -2.1297 -0.8502 -2.9029
H -2.4751 0.8804 -2.7681
H -4.4823 1.0882 -0.2049
H -3.0790 2.0892 0.2067
H -3.6441 0.8585 1.3439
H -5.1282 -1.4313 0.1636
H -5.7915 -3.6599 0.9787
H -4.0739 -5.4044 1.3557
H -1.7014 -4.9185 0.9065
H -0.3684 -4.3176 -1.6284
H 1.1943 -3.5121 -1.8279
H -0.2501 -2.8448 -2.6050
H 0.6991 -4.2847 1.1545
H 0.7221 -2.8220 2.1624
H 1.9099 -3.0238 0.8739
```

Calculated values
2S+1 = 3
F_max = 0.0144 Eh/bohr
net charge = -1
orbital gap (alpha / beta) = 4.431 / 6.192 eV
DFT total energy = -1946.49144 hartree


(2)
Formula: C48H132N12O12
Source: the Open Molecules 2025 dataset
Level of theory: ωB97M-V/def2-TZVPD

Structure (XYZ):
```
204
Properties=species:S:1:pos:R:3
C 4.3159 -2.8100 -4.5099
O 3.2386 -2.3583 -3.7101
C 2.1550 -3.3002 -3.5850
C 1.4242 -3.5626 -4.9401
C 0.7790 -2.2535 -5.5308
N 0.2969 -4.4257 -4.7891
H 4.9447 -1.9850 -4.8448
H 3.9891 -3.3336 -5.4086
H 4.9819 -3.4747 -3.9563
H 2.5813 -4.1329 -3.0224
H 1.4910 -2.7793 -2.8948
H 2.0658 -3.9894 -5.7130
H 0.3744 -2.4141 -6.5302
H 1.4840 -1.4288 -5.6465
H 0.0082 -1.8782 -4.8575
H -0.1302 -4.6238 -5.6846
H 0.5380 -5.3597 -4.4788
C 8.1712 -1.1773 -1.2021
O 7.2199 -2.0837 -0.6872
C 5.9600 -1.9719 -1.3253
C 4.8126 -2.6155 -0.5038
C 4.6576 -4.1614 -0.6739
N 3.6089 -1.9390 -0.8882
H 7.8714 -0.1338 -1.3102
H 8.6405 -1.5850 -2.0999
H 9.0278 -1.1180 -0.5283
H 5.7299 -0.9086 -1.4265
H 5.9475 -2.2977 -2.3680
H 4.9486 -2.4339 0.5631
H 3.6893 -4.4415 -0.2564
H 5.3868 -4.8428 -0.2342
H 4.6400 -4.4230 -1.7337
H 3.3105 -2.0783 -1.8486
H 2.8325 -2.3022 -0.3492
C 7.2047 3.5230 -3.2749
O 6.3872 2.5802 -3.9562
C 5.4869 1.9658 -3.0477
C 4.5967 0.9115 -3.7146
C 4.0906 1.3615 -5.0864
N 3.4653 0.4808 -2.8929
H 6.7784 4.5235 -3.3612
H 8.1451 3.4759 -3.8254
H 7.4703 3.3509 -2.2309
H 6.0652 1.4158 -2.3017
H 4.8509 2.6947 -2.5398
H 5.3040 0.0868 -3.8428
H 3.3691 0.6479 -5.4877
H 4.8901 1.3288 -5.8268
H 3.6373 2.3477 -4.9885
H 3.1964 -0.4377 -3.2288
H 3.7098 0.2431 -1.9387
C -1.2280 3.0092 4.0167
O -0.8806 3.8024 2.8717
C 0.5111 4.0662 2.7955
C 0.7329 5.1116 1.6847
C 0.9708 4.3947 0.3754
N 1.8091 6.1209 1.9326
H -2.2956 2.8302 3.8872
H -1.1664 3.5297 4.9741
H -0.6733 2.0734 4.0942
H 0.9867 4.4421 3.7056
H 1.0819 3.1490 2.6317
H -0.2137 5.6537 1.6340
H 0.2027 3.6407 0.2043
H 1.9433 3.9004 0.3539
H 1.0230 5.0973 -0.4579
H 1.8156 6.7302 1.1252
H 1.4322 6.6692 2.6954
C -2.6141 3.6929 -2.9827
O -1.8929 4.4518 -1.9909
C -2.4975 5.5921 -1.3523
C -2.5591 6.7751 -2.3403
C -1.1707 7.1468 -2.8604
N -2.9887 8.0390 -1.7225
H -2.9525 4.3704 -3.7687
H -3.4664 3.1402 -2.5844
H -1.9911 2.9556 -3.4869
H -3.5030 5.4252 -0.9607
H -1.8633 5.8914 -0.5179
H -3.2531 6.5281 -3.1463
H -0.6044 6.3549 -3.3500
H -0.5391 7.5119 -2.0492
H -1.2420 8.0021 -3.5340
H -3.9935 8.0325 -1.5984
H -2.8283 8.7418 -2.4319
C -1.2883 -0.3675 5.7713
O -0.8507 0.6963 6.6118
C -1.4496 0.7928 7.8967
C -0.9570 2.0501 8.5886
C 0.4792 2.0575 9.0547
N -1.7485 2.2384 9.8009
H -2.2769 -0.0586 5.4249
H -1.5120 -1.2488 6.3766
H -0.5927 -0.6027 4.9679
H -2.5309 0.8720 7.7608
H -1.2748 -0.1697 8.3836
H -1.1624 2.9583 8.0208
H 0.9002 1.1382 9.4634
H 0.6637 2.8848 9.7400
H 1.1485 2.2736 8.2183
H -1.5000 1.4471 10.3817
H -1.3328 3.0587 10.2201
C -5.9275 2.9469 -7.9863
O -6.0425 1.5514 -7.7849
C -4.8574 1.0141 -7.1941
C -4.7316 1.1533 -5.6411
C -3.4058 0.6214 -5.0426
N -5.8321 0.5606 -4.9494
H -4.9599 3.2754 -8.3654
H -6.1497 3.4990 -7.0698
H -6.7956 3.2032 -8.5941
H -4.9022 -0.0745 -7.2582
H -3.9200 1.3914 -7.6064
H -4.6136 2.2199 -5.4344
H -3.2816 -0.4397 -5.2652
H -3.4674 0.7324 -3.9597
H -2.5268 1.1794 -5.3661
H -6.6334 0.7660 -5.5378
H -5.8625 -0.4428 -5.0956
C 0.5768 -5.2830 1.5850
O 0.0521 -4.3819 2.5900
C -1.2995 -4.6560 2.9689
C -1.6745 -3.8255 4.1986
C -0.7461 -4.0430 5.4471
N -3.0480 -4.1047 4.6051
H 0.1057 -4.9884 0.6456
H 0.3893 -6.3312 1.8179
H 1.6422 -5.0642 1.5237
H -1.9704 -4.4601 2.1305
H -1.4455 -5.6987 3.2625
H -1.5277 -2.7679 3.9740
H -1.0627 -3.4643 6.3138
H 0.2632 -3.7308 5.1700
H -0.5341 -5.0741 5.7355
H -3.1110 -5.0206 5.0288
H -3.3322 -3.4374 5.3088
C -3.0433 1.6255 -0.1100
O -3.6438 0.6255 0.6335
C -4.2683 1.1233 1.8389
C -4.9511 -0.0487 2.5666
C -3.9172 -1.0925 2.9858
N -6.0990 -0.5331 1.8121
H -3.7015 2.4672 -0.3412
H -2.8880 1.2511 -1.1233
H -2.0829 1.9641 0.2821
H -3.5055 1.5283 2.5075
H -4.9871 1.9105 1.6028
H -5.2293 0.4882 3.4775
H -3.0868 -0.5696 3.4587
H -3.5048 -1.5828 2.1022
H -4.4218 -1.8605 3.5712
H -5.6720 -1.2090 1.1920
H -6.4214 0.2161 1.2141
C -5.2484 -1.0733 -1.7194
O -4.5077 -1.9882 -2.5021
C -3.1700 -2.0710 -2.0859
C -2.4332 -3.0645 -2.9520
C -3.1365 -4.4796 -2.9564
N -1.0717 -3.2903 -2.5996
H -5.2143 -1.3241 -0.6590
H -6.2458 -0.9936 -2.1482
H -4.7665 -0.0936 -1.7580
H -2.6991 -1.0991 -2.2512
H -3.1027 -2.3971 -1.0449
H -2.5536 -2.6933 -3.9749
H -2.5748 -5.1816 -3.5721
H -4.1398 -4.3763 -3.3694
H -3.2332 -4.8007 -1.9189
H -0.5232 -2.4532 -2.7576
H -0.6738 -3.9074 -3.3061
C -0.1952 0.9045 -2.8501
O -0.5714 0.1521 -1.7088
C 0.4301 0.2690 -0.6939
C 0.0561 -0.8250 0.3717
C 1.0030 -0.7086 1.6135
N 0.3236 -2.1943 -0.0532
H -0.0838 1.9614 -2.5985
H -0.8833 0.8619 -3.6956
H 0.7487 0.6190 -3.3183
H 1.4731 0.0577 -0.9293
H 0.2846 1.2119 -0.1637
H -0.9722 -0.7684 0.7339
H 1.0411 0.2893 2.0573
H 2.0164 -1.0390 1.3877
H 0.6269 -1.2207 2.5015
H -0.4797 -2.4902 -0.5945
H 0.3671 -2.8278 0.7329
C 2.4241 -0.2126 7.1925
O 3.2271 -1.0298 6.3820
C 2.4827 -1.9968 5.5649
C 3.5044 -2.3985 4.5036
C 3.0628 -3.4519 3.5108
N 4.7633 -2.8811 5.1353
H 2.9942 0.2438 7.9995
H 1.5413 -0.7735 7.5059
H 2.0594 0.5264 6.4748
H 2.1248 -2.7844 6.2293
H 1.6906 -1.3666 5.1552
H 3.7227 -1.5111 3.9078
H 2.3275 -2.9912 2.8502
H 2.6127 -4.2909 4.0456
H 3.8593 -3.9178 2.9312
H 4.8198 -2.2880 5.9562
H 4.5004 -3.7418 5.6041
```

Calculated values
ΔE to the lowest compared entry with this formula, charge and spin = 419.1 kJ/mol
2S+1 = 1
F_max = 0.0668 Eh/bohr
SMILES = COC[C@H](C)N.COC[C@H](C)N.COC[C@H](C)N.COC[C@H](C)N.COC[C@H](C)N.COC[C@H](C)N.COC[C@H](C)N.COC[C@H](C)N.COC[C@H](C)N.COC[C@H](C)N.COC[C@H](C)N.COC[C@H](C)N
orbital gap = 9.125 eV
DFT total energy = -3467.62692 hartree